Here is 2 unconnected molecules or ions with the total composition C5H7NO2S at a distorted geometry from the OMol25 dataset. Energies are from wB97M-V/def2-TZVPD.

The calculation puts the molecular weight at 145.18 g/mol. As for the total energy: -21713.9998 eV. The calculation puts the energy above the lowest of the compared OMol25 structures with the same formula, charge and spin at 4.549 eV. The calculation puts the LUMO energy (spin up / spin down) at 0.3 / 0.0 eV. For the frontier orbital gap (spin up / spin down), the calculation gives 0.3057 / 0.2879 Eh. The total charge is 0. For the highest occupied orbital energy (spin up / spin down), the calculation gives -8.036 / -7.828 eV.

The geometry in XYZ format:
```
16
C5H7NO2S, DFT wB97M-V/def2-TZVPD
C 2.5461 0.6277 -0.1078
C 3.0975 -0.5880 0.0140
C 1.1529 0.5618 0.0190
C -2.4934 0.8336 -0.3115
C -2.0438 -1.2733 0.4277
N 0.7013 -0.6558 0.3487
O 0.3189 1.6396 -0.0023
O -2.4409 -0.0768 0.5996
S 1.9394 -1.7421 0.3424
H 3.2186 1.4166 -0.4436
H 4.1839 -0.7676 -0.1752
H -2.5098 0.3919 -1.2433
H -0.7183 1.3956 0.0122
H -3.3509 1.6510 -0.2763
H -1.9217 -1.8608 1.4074
H -1.6798 -1.5534 -0.6107
```